104
Properties=species:S:1:pos:R:3:forces:R:3:lowdin_charge:R:1 method="wB97M-V/def2-TZVPD" homo_lumo_gap_ev=9.165 de_lowest_kcal_mol=128.1 energy_ev=-53499.3836 homo_ev=-8.73
C 5.11600 29.01800 -15.57800 0.58 0.54 0.65 -0.118
O 4.81600 27.81400 -14.99000 -1.87 -2.45 0.19 -0.151
C 4.04100 27.96200 -13.82100 1.13 2.18 -0.21 -0.251
C 3.72800 26.71900 -13.13600 0.02 -2.51 -0.19 -0.205
N 2.88900 26.98200 -11.97300 -0.12 -0.64 -0.23 -0.055
C 2.83600 25.87900 -11.00200 0.33 0.38 0.20 -0.156
C 2.40500 24.49000 -11.43900 -1.64 4.29 -4.91 -0.344
O 2.60600 23.51900 -10.64600 2.03 -4.36 4.65 -0.123
C 1.72600 23.43800 -9.59900 -2.35 -0.97 1.04 -0.105
H 5.55100 28.83300 -16.52900 0.21 -0.06 -0.91 0.085
H 5.84500 29.36700 -14.90500 1.47 1.59 0.42 0.064
H 4.34400 29.77900 -15.61000 -0.72 -0.15 -0.21 0.093
H 3.09400 28.43900 -14.05100 -0.40 0.43 -0.26 0.121
H 4.58000 28.63300 -13.13900 -0.02 0.10 -0.14 0.105
H 4.61100 26.16300 -12.78400 0.04 0.34 -0.14 0.144
H 3.29200 26.07700 -13.93100 -0.20 -0.18 0.57 0.135
H 1.95800 27.26900 -12.27800 0.27 -0.11 0.21 0.070
H 2.05400 26.12700 -10.29100 0.48 0.53 0.63 0.093
H 3.83600 25.80500 -10.56000 -0.22 0.06 0.31 0.116
H 2.87500 24.14700 -12.32000 0.75 0.41 -1.69 0.120
H 1.33900 24.61300 -11.69600 -0.32 -0.18 -0.20 0.138
H 2.00200 22.68300 -8.87800 0.77 -0.13 0.16 0.086
H 0.77200 22.99600 -9.99900 0.24 0.82 0.27 0.110
H 1.52300 24.37000 -9.03800 0.16 -0.21 -0.54 0.080
C -6.30500 30.64700 -8.72800 0.31 1.88 0.28 -0.103
O -5.13300 31.23300 -9.32000 -0.48 0.39 0.10 -0.210
C -3.91400 31.01700 -8.61100 -0.83 0.17 0.00 -0.186
C -2.67400 31.49700 -9.46000 -1.59 -0.87 1.93 -0.176
N -1.48000 31.17500 -8.72800 -1.04 0.00 0.45 -0.058
C -1.20500 32.06100 -7.61100 1.02 -1.17 0.38 -0.165
C 0.18900 31.65700 -7.17800 -6.38 -3.17 8.04 -0.410
O 1.14600 31.96400 -7.88000 6.44 3.18 -7.27 -0.134
C 2.38600 31.56800 -7.44100 1.83 -0.19 -0.53 -0.086
H -6.35000 29.63500 -8.94200 0.01 -2.26 -0.69 0.051
H -7.17600 31.13200 -9.18200 0.27 0.00 0.11 0.091
H -6.41300 30.69000 -7.62500 0.51 0.61 -0.36 0.094
H -3.93200 29.93200 -8.37700 0.93 0.42 -0.04 0.126
H -4.01500 31.58100 -7.65000 0.49 -0.38 -0.49 0.120
H -2.72400 32.52400 -9.71500 -0.48 1.53 0.17 0.107
H -2.69300 31.04100 -10.40400 0.01 -1.25 -1.19 0.079
H -0.70600 31.25600 -9.33900 0.86 -0.07 -0.74 0.071
H -1.85800 31.89500 -6.72400 0.22 0.14 -0.87 0.135
H -1.15400 33.09300 -7.89000 -0.44 1.04 -0.17 0.118
H 0.14200 30.52500 -7.01200 -0.15 0.77 0.09 0.143
H 0.40400 32.09900 -6.17800 -0.78 -0.26 0.46 0.138
H 2.83600 32.09300 -6.59500 -0.86 0.27 0.55 0.098
H 3.09700 31.80200 -8.23300 -0.08 -0.32 -0.24 0.093
H 2.39300 30.50000 -7.22900 0.06 -0.25 0.08 0.090
O 9.81600 28.78800 -11.89600 0.77 -0.04 0.84 -0.058
C 8.75200 29.51600 -12.45400 2.05 1.33 -0.81 -0.302
C 7.57700 29.38300 -11.62200 -0.42 0.69 0.15 -0.287
O 6.57700 30.11300 -12.26700 -1.50 0.36 0.57 -0.071
H 9.97700 29.18700 -11.01100 -0.02 -0.56 -0.92 0.102
H 9.04900 30.57500 -12.55100 -0.22 0.01 0.30 0.131
H 8.58800 29.27100 -13.48100 -0.11 -1.01 -0.62 0.119
H 7.85600 29.91700 -10.70400 -0.36 -0.67 0.62 0.130
H 7.31700 28.33500 -11.51800 -0.11 -0.17 0.53 0.136
H 5.82800 30.02300 -11.64200 0.20 -0.06 -0.89 0.041
O 4.61800 28.82500 -10.75800 1.88 1.20 1.27 -0.095
C 3.94800 30.04500 -10.38800 0.23 -3.00 -0.19 -0.246
C 3.19200 30.49900 -11.52200 -2.57 0.11 -1.52 -0.286
O 2.49200 31.62700 -11.15400 -0.29 2.88 -0.29 -0.028
H 4.07800 28.20600 -11.27200 -1.19 -0.03 -0.01 0.032
H 3.31400 29.79400 -9.54800 -0.41 0.37 0.26 0.085
H 4.57800 30.85600 -10.12100 1.26 0.29 0.45 0.109
H 2.44000 29.79200 -11.84800 0.09 -0.93 -0.18 0.103
H 3.72200 30.77400 -12.42200 0.78 -0.03 -0.02 0.138
H 1.82000 31.48600 -10.50200 -0.43 -0.47 0.59 0.049
C 5.61000 29.98700 -7.67100 -0.76 -1.70 -1.58 -0.099
C 5.76100 30.50200 -6.30400 -0.03 0.90 1.21 -0.316
O 5.50500 29.45000 -5.38200 -0.50 -0.72 -1.27 -0.057
H 5.70800 30.71700 -8.46100 0.38 0.47 0.14 0.072
H 4.61700 29.50700 -7.89100 0.62 0.58 0.76 0.081
H 6.28500 29.16300 -7.89200 0.40 0.18 0.03 0.072
H 5.06400 31.35200 -6.19500 0.04 -0.24 0.36 0.101
H 6.75900 30.88700 -6.05600 0.01 0.09 -0.57 0.120
H 5.53600 29.76800 -4.50000 0.09 0.54 1.14 0.063
C 0.69700 28.86300 -9.38600 -1.41 1.03 -2.49 -0.095
C 1.33900 28.04900 -8.41000 0.93 -2.05 1.98 -0.346
O 0.79800 26.73300 -8.37700 -0.25 -0.73 0.86 -0.086
H 0.98600 29.90100 -9.22900 -0.19 0.07 -0.20 0.060
H -0.38600 28.75200 -9.59700 0.48 0.17 1.06 0.104
H 1.14100 28.49300 -10.28100 0.33 0.30 -1.44 0.059
H 1.22300 28.43500 -7.41200 0.42 0.47 0.56 0.107
H 2.38500 27.90000 -8.72200 0.17 0.62 0.60 0.107
H 1.06100 26.39200 -7.49800 -0.37 -0.07 -0.85 0.099
C -0.64700 30.00400 -12.50700 0.99 2.94 -1.01 -0.090
C -0.66000 28.57200 -12.59700 -1.64 -1.87 -1.50 -0.339
O 0.55400 28.02900 -13.10000 0.12 -0.17 0.25 -0.083
H -1.60900 30.42700 -12.24000 -0.29 -0.13 0.06 0.069
H -0.38800 30.43000 -13.54200 -0.07 -0.28 1.64 0.124
H 0.06200 30.31100 -11.73300 0.19 0.40 -0.36 0.056
H -1.49400 28.32500 -13.25400 0.03 -0.39 -0.44 0.121
H -0.99600 28.12400 -11.68000 0.69 -0.58 0.70 0.106
H 0.55600 27.86800 -14.05400 -0.44 0.23 0.35 0.112
C 4.53100 25.57700 -7.92400 -3.36 -1.01 -0.20 -0.091
C 5.53100 26.56600 -8.16600 1.86 1.22 -0.98 -0.372
O 6.81900 25.95100 -8.19900 1.11 0.43 0.81 -0.068
H 3.46400 26.01400 -7.93500 1.53 -0.54 -0.17 0.094
H 4.68100 25.19200 -6.93600 0.02 -0.73 0.49 0.079
H 4.59000 24.80500 -8.70000 -0.19 -0.15 0.40 0.085
H 5.56500 27.26000 -7.37500 -0.35 1.13 0.95 0.078
H 5.41400 27.10100 -9.09700 -0.33 0.30 -0.37 0.094
H 7.37700 26.51500 -7.61800 -0.33 -0.88 -0.79 0.096

26
Properties=species:S:1:pos:R:3:forces:R:3:nbo_charge:R:1 method="wB97M-V/def2-TZVPD" homo_lumo_gap_ev=7.256 energy_ev=-25147.5358 homo_ev=-7.50
C 2.89951 0.30688 -0.16546 -0.07 0.19 0.16 -0.626
C 2.40326 1.75691 -0.15905 0.36 -0.60 -0.67 -0.535
S 1.06187 2.07313 1.00348 0.14 0.98 0.61 0.543
C -0.47763 1.99312 -0.05598 -0.49 -0.25 -0.07 0.166
F -0.17958 2.72487 -1.16857 0.27 0.13 -0.10 -0.339
C -0.78077 0.55482 -0.32936 -0.32 0.27 -0.55 -0.495
C -1.60352 0.26217 -1.58932 0.07 -0.01 0.23 -0.608
H 2.10427 -0.39209 -0.43383 0.14 -0.03 0.07 0.263
H 3.70894 0.23529 -0.89564 -0.08 -0.04 0.07 0.234
H 3.29260 0.02999 0.81528 -0.03 -0.06 -0.11 0.225
H 3.20127 2.46355 0.07321 -0.19 -0.02 0.21 0.248
H 2.01532 2.02770 -1.14422 -0.12 0.07 0.16 0.264
H 0.98930 0.90948 1.68356 -0.25 -0.43 -0.23 0.226
H -1.25601 2.53232 0.48834 0.18 0.01 0.12 0.203
H -1.36339 0.18324 0.51859 0.55 -0.06 0.17 0.258
H 0.15646 0.01111 -0.42127 -0.37 -0.36 0.27 0.261
H -1.91833 -0.76380 -1.39693 -0.12 0.01 -0.51 0.261
H -0.99113 0.29379 -2.49208 -0.08 0.00 0.09 0.211
H -2.47207 0.91203 -1.73219 0.07 -0.06 0.15 0.201
C -2.13018 -2.88599 1.06125 0.12 0.01 0.17 -0.733
C -0.75239 -2.19690 1.07414 0.06 -0.13 -0.12 0.760
O -0.33160 -1.76018 2.16948 0.05 0.48 0.05 -0.793
O -0.17480 -2.10258 -0.03840 0.06 -0.11 -0.09 -0.815
H -2.56541 -2.91327 2.05861 0.01 0.01 0.01 0.208
H -2.80768 -2.35107 0.39066 0.03 -0.03 -0.04 0.195
H -2.02830 -3.90453 0.68573 0.00 0.03 -0.07 0.217

54
Properties=species:S:1:pos:R:3:forces:R:3:nbo_charge:R:1 method="wB97M-V/def2-TZVPD" homo_lumo_gap_ev="5.358 / 4.497" multiplicity=2 de_lowest_kcal_mol=2.7 charge=-2 energy_ev=-128856.9608 homo_ev="-1.41 / -1.41"
Cs -0.44947 -1.44306 -0.96600 0.01 -0.10 0.14 0.924
O 0.36807 0.80909 0.90273 0.00 0.04 -0.11 -0.675
C 1.47858 1.34976 1.07215 0.03 0.04 0.04 0.435
C 2.09800 1.37952 2.38504 0.00 -0.04 -0.01 -0.251
C 3.26939 2.02352 2.62065 0.00 0.01 0.01 -0.207
C 3.96355 2.70622 1.58323 -0.01 -0.01 -0.01 -0.311
C 3.44026 2.69109 0.32584 0.01 0.00 0.01 -0.145
C 2.23091 2.01315 0.01074 -0.01 0.02 -0.06 -0.246
C 1.77550 2.07910 -1.31831 0.02 0.06 0.06 0.055
N 0.78362 1.35895 -1.82625 -0.05 -0.15 0.01 -0.244
N 0.21435 1.70200 -2.94645 0.11 0.18 0.01 -0.285
C 0.19468 3.05626 -3.28524 0.07 -0.12 0.02 0.593
O 0.39961 3.43289 -4.42548 -0.06 0.03 -0.01 -0.589
C -0.23721 4.04821 -2.22268 -0.04 0.04 0.00 -0.141
C -0.82535 3.67642 -1.01476 -0.01 -0.01 -0.03 -0.178
C -1.22143 4.64690 -0.10698 0.00 0.01 0.00 -0.207
C -1.03351 5.99251 -0.39193 -0.01 -0.01 0.00 -0.216
C -0.45480 6.36766 -1.59672 0.01 0.01 -0.01 -0.231
C -0.06391 5.39905 -2.50811 -0.01 0.00 0.02 -0.186
H 1.56619 0.85862 3.17177 0.01 0.00 0.00 0.210
H 3.68782 2.02069 3.62206 0.00 0.00 0.00 0.193
H 4.89368 3.21866 1.79284 0.00 0.00 0.00 0.194
H 3.95686 3.20077 -0.48209 -0.01 0.00 0.00 0.193
H 2.30946 2.75348 -1.99522 0.00 -0.01 0.01 0.168
H -0.96213 2.63138 -0.76870 0.02 0.00 0.00 0.250
H -1.66873 4.34356 0.83097 0.00 0.00 0.00 0.213
H -1.33675 6.74681 0.32436 0.00 0.00 0.00 0.199
H -0.30726 7.41639 -1.82609 0.00 0.00 0.00 0.198
H 0.37937 5.66755 -3.45795 0.00 0.00 0.00 0.229
Cl 0.16590 -3.80531 -3.58922 -0.02 0.02 -0.03 -0.617
Ge -1.45058 -2.91732 -5.00441 -0.01 0.00 0.03 0.862
Cl -2.89053 -2.22281 -3.32401 -0.02 -0.02 -0.07 -0.610
Cl -2.52209 -4.89244 -5.46919 0.00 -0.01 -0.01 -0.601
N 1.76459 -4.58353 -0.15444 -0.09 0.01 0.04 -1.112
H 1.00858 -4.19917 0.42625 0.04 0.02 -0.02 0.403
H 1.57519 -5.58045 -0.19068 0.03 0.00 -0.01 0.343
H 1.58484 -4.25188 -1.09851 0.01 -0.04 -0.02 0.352
C 0.21301 -2.22860 3.26342 0.00 -0.01 0.00 -0.632
C -0.80205 -3.17379 2.69284 0.01 -0.04 0.04 0.079
C -1.82706 -3.83876 3.35104 -0.03 0.02 -0.04 -0.379
C -2.49397 -4.60700 2.35574 0.02 0.02 0.03 -0.393
C -1.81865 -4.35536 1.16943 -0.05 -0.01 -0.04 0.071
C -2.14835 -4.84095 -0.21039 -0.01 -0.02 0.02 -0.636
N -0.78728 -3.48849 1.36769 0.03 0.11 -0.04 -0.642
H 0.04092 -2.08309 4.33329 0.00 0.01 0.00 0.188
H 0.17135 -1.24872 2.77726 -0.01 0.00 0.00 0.213
H 1.23274 -2.60742 3.13521 0.00 0.00 0.00 0.196
H -2.05756 -3.77851 4.40739 -0.01 0.00 0.00 0.177
H -3.35386 -5.25290 2.48047 0.00 0.00 0.01 0.182
H -2.84901 -5.67817 -0.17052 0.00 0.00 -0.01 0.198
H -1.25722 -5.16868 -0.75333 0.00 0.00 0.01 0.209
H -2.61827 -4.06376 -0.82563 0.01 -0.03 -0.03 0.199
O -3.20372 -1.38439 0.96182 -0.24 -0.03 -0.15 -0.498
C -4.12627 -1.89566 0.56507 0.24 0.02 0.20 0.504

9
Properties=species:S:1:pos:R:3:forces:R:3:nbo_charge:R:1 method="wB97M-V/def2-TZVPD" homo_lumo_gap_ev=9.969 de_lowest_kcal_mol=66.7 energy_ev=-5889.4729 homo_ev=-9.66
B 0.16831 -0.10574 -0.55333 3.18 3.05 3.93 1.223
C -0.49153 -0.66758 0.72205 -2.25 -1.89 0.02 -1.074
O 1.50701 1.18436 0.08826 -4.33 -1.89 0.11 -1.009
O -0.15397 -0.08878 -1.78663 0.58 0.46 -3.96 -0.908
H -1.31457 0.05040 0.87898 0.17 0.13 0.09 0.261
H 0.13491 -0.60533 1.60544 0.10 -0.24 -0.09 0.264
H -1.12707 -1.67905 0.70127 1.79 1.95 -0.21 0.253
H 0.91257 1.52169 0.85524 1.69 -0.75 -1.84 0.442
H 0.36435 0.39004 -2.51128 -0.93 -0.81 1.96 0.548